85
Properties=species:S:1:pos:R:3:lowdin_charge:R:1 method="wB97M-V/def2-TZVPD" e_homo_ev=-5.6 e_above_lowest_kj_mol=79.71 charge=-1 lumo_energy_ev=2.0
Cs 0.3492 -0.7566 -0.1627 1.427
O -1.0222 2.1930 2.0154 -0.094
C -2.4084 1.9572 2.0432 -0.249
C -2.9537 1.3837 0.7518 -0.184
N -2.4527 0.0609 0.4025 -0.223
C -2.5435 -0.9362 1.4762 -0.121
C -1.3310 -1.0937 2.4503 -0.709
O -1.4538 -1.9102 3.3481 0.012
O -0.2734 -0.4173 2.1621 -0.465
C -3.0545 -0.4157 -0.8597 -0.128
C -2.1443 -1.4336 -1.5799 -0.777
O -2.3402 -2.6319 -1.4003 0.000
O -1.1390 -0.9207 -2.1879 -0.387
H -0.6282 1.2885 2.0038 0.027
H -2.8987 2.9260 2.2135 0.119
H -2.6617 1.3219 2.9039 0.118
H -2.6824 2.0642 -0.0644 0.112
H -4.0653 1.3657 0.8095 0.127
H -2.6729 -1.9147 1.0090 0.119
H -3.4382 -0.7776 2.1057 0.129
H -3.1785 0.4609 -1.4995 0.101
H -4.0403 -0.8818 -0.6872 0.127
Cl 2.9909 -1.6287 -1.8319 0.430
C 3.0324 -0.2309 -2.9558 -0.978
Cl 2.7356 1.3301 -2.1889 0.528
H 2.2598 -0.3996 -3.6996 0.029
H 4.0285 -0.2075 -3.3929 0.020
C -2.7100 2.0644 -4.4231 -0.029
C -1.8231 2.5917 -3.3547 -0.331
C -1.5738 3.8774 -2.9107 -0.004
C -0.6670 3.7095 -1.8491 -0.381
N -0.3883 2.4329 -1.6642 0.067
N -1.0914 1.7635 -2.5988 0.034
C -0.0632 4.7592 -0.9815 -0.036
H -3.3351 2.8603 -4.8315 0.074
H -3.3796 1.2910 -4.0449 0.074
H -2.1456 1.6336 -5.2509 0.077
H -1.9895 4.7908 -3.2868 0.093
H -1.1188 0.7239 -2.5359 0.082
H -0.5934 5.7049 -1.1081 0.070
H 0.9848 4.9444 -1.2207 0.071
H -0.1211 4.4812 0.0689 0.063
C 5.3394 -1.4201 7.1713 -0.044
C 5.4827 -0.0628 6.4786 -0.523
C 6.7347 -0.0804 5.6007 -0.048
C 5.7043 0.9942 7.5573 -0.049
C 4.2202 0.2903 5.6244 -0.427
O 4.5276 1.5689 5.0859 0.004
C 2.9550 0.3302 6.4779 -0.119
C 1.6803 0.7912 5.7789 -0.114
C 1.6532 2.2461 5.3924 -0.228
C 1.2428 2.6172 4.1229 -0.018
C 1.1770 3.9519 3.7390 -0.077
C 1.5245 4.9116 4.6615 -0.653
Cl 1.4377 6.6071 4.2176 0.625
C 1.9289 4.5823 5.9470 -0.107
C 1.9860 3.2521 6.3034 -0.033
C 4.0352 -0.7318 4.4805 -0.043
N 3.9845 -0.1650 3.1586 -0.118
C 2.9254 -0.0270 2.3637 -0.161
N 3.2968 0.3974 1.1621 0.070
C 4.6311 0.5165 1.3029 -0.230
N 5.0990 0.1845 2.4804 0.119
H 6.2806 -1.6809 7.6502 0.086
H 5.1129 -2.2293 6.4840 0.081
H 4.5765 -1.4206 7.9430 0.079
H 7.6115 -0.0780 6.2452 0.080
H 6.7861 0.7783 4.9370 0.085
H 6.8102 -0.9662 4.9793 0.076
H 6.6284 0.7715 8.0854 0.082
H 4.9105 1.0070 8.2995 0.074
H 5.7848 1.9904 7.1352 0.090
H 3.7970 1.8752 4.5396 0.087
H 3.1315 0.9615 7.3484 0.100
H 2.7650 -0.6676 6.8827 0.123
H 0.8484 0.5966 6.4633 0.131
H 1.4381 0.1841 4.9036 0.106
H 0.9462 1.8590 3.4114 0.095
H 0.8426 4.2106 2.7516 0.101
H 2.2004 5.3618 6.6386 0.098
H 2.3225 2.9910 7.2949 0.112
H 3.1075 -1.3031 4.5926 0.143
H 4.8398 -1.4613 4.4636 0.116
H 1.9156 -0.2486 2.6674 0.093
H 5.2889 0.8443 0.5242 0.100



99
Properties=species:S:1:pos:R:3:lowdin_charge:R:1 method="wB97M-V/def2-TZVPD" e_homo_ev=-11.6 charge=+1 lumo_energy_ev=-2.6
F 1.0612 -5.8983 7.4129 0.172
C 2.3168 -5.9363 6.9680 -0.552
F 2.7038 -7.1988 6.9314 0.201
F 3.0818 -5.2698 7.8227 0.191
C 2.3760 -5.3217 5.5163 -0.325
F 1.1394 -5.3414 4.9832 0.155
F 3.1695 -6.1125 4.7709 0.168
C 2.9696 -3.8867 5.3802 -0.345
F 3.1126 -3.6357 4.0632 0.167
F 4.1854 -3.8742 5.9359 0.179
C 2.1134 -2.7337 6.0008 -0.318
F 2.9600 -1.7820 6.4298 0.174
F 1.4264 -3.1944 7.0725 0.157
C 1.1210 -2.0383 5.0099 -0.336
F 0.5288 -2.9103 4.1687 0.152
F 1.8426 -1.1768 4.2685 0.166
C 0.0099 -1.2049 5.7216 -0.329
F 0.5329 -0.5661 6.7734 0.181
F -0.4080 -0.2743 4.8364 0.158
C -1.2551 -2.0230 6.1802 -0.321
F -1.0102 -3.3562 6.1833 0.140
F -1.5380 -1.6557 7.4538 0.155
C -2.5702 -1.7877 5.3862 -0.394
F -2.3567 -1.9587 4.0546 0.129
F -2.9685 -0.5138 5.5961 0.139
C -3.6397 -2.7747 5.8944 -0.155
C -5.0486 -2.1790 6.1194 -0.080
C -5.9852 -2.6370 4.9794 -0.056
N -5.1275 -3.5564 4.1446 0.091
C -3.9192 -3.9408 4.9365 -0.046
H -3.3701 -3.2011 6.8582 0.153
H -5.1132 -1.1324 6.4049 0.130
H -5.4266 -2.6961 7.0075 0.125
H -6.7566 -3.2638 5.4177 0.133
H -6.3597 -1.8134 4.3783 0.133
H -4.9231 -3.1208 3.2434 0.117
H -5.6305 -4.4147 3.9207 0.185
H -3.0943 -4.2325 4.2872 0.148
H -4.1483 -4.8224 5.5373 0.149
C 2.6773 -0.6976 -0.2061 -0.213
C 2.6465 -0.0043 -1.5764 -0.213
C 1.6141 -0.7400 -2.4363 -0.225
S 0.4141 -1.4277 -1.2937 0.673
O 0.4667 -2.8685 -1.3459 -0.320
O -0.8598 -0.7555 -1.4306 -0.337
C 1.2193 -0.8791 0.2031 -0.235
H 3.2266 -0.1155 0.5325 0.115
H 3.1604 -1.6734 -0.2921 0.121
H 2.3463 1.0384 -1.4570 0.117
H 3.6208 -0.0081 -2.0574 0.111
H 1.1013 -0.0758 -3.1242 0.080
H 2.0582 -1.5701 -2.9813 0.112
H 1.0611 -1.6256 0.9769 0.097
H 0.7635 0.0680 0.4923 0.108
C 3.5896 2.9604 -7.0190 -0.211
C 2.1350 2.7082 -7.4359 -0.204
C 1.5355 1.7162 -6.4297 -0.214
S 2.4323 1.9760 -4.8906 0.672
O 3.1749 0.7750 -4.5809 -0.324
O 1.5495 2.5541 -3.9030 -0.330
C 3.5559 3.2129 -5.5173 -0.239
H 4.0253 3.8075 -7.5443 0.107
H 4.1952 2.0775 -7.2362 0.122
H 1.5790 3.6476 -7.4037 0.115
H 2.0654 2.3221 -8.4514 0.116
H 0.4782 1.8888 -6.2448 0.101
H 1.6969 0.6822 -6.7286 0.105
H 4.5208 3.0982 -5.0298 0.116
H 3.1361 4.1880 -5.2873 0.081
C -3.8829 -1.4573 -1.6267 -0.221
C -5.3100 -1.8336 -2.0425 -0.201
C -5.8206 -2.8703 -1.0360 -0.210
S -4.9543 -2.5291 0.4973 0.683
O -4.1200 -3.6583 0.8523 -0.331
O -5.8744 -2.0408 1.5162 -0.358
C -3.9340 -1.2017 -0.1228 -0.219
H -3.5182 -0.5820 -2.1574 0.118
H -3.1994 -2.2803 -1.8397 0.121
H -5.9488 -0.9488 -2.0153 0.120
H -5.3437 -2.2309 -3.0549 0.120
H -6.8895 -2.7920 -0.8518 0.106
H -5.5680 -3.8882 -1.3267 0.110
H -2.9608 -1.2324 0.3621 0.102
H -4.4422 -0.2648 0.1069 0.115
C 3.6162 9.7434 -6.3212 -0.217
C 2.3230 9.0576 -5.8589 -0.211
C 2.2483 7.6988 -6.5665 -0.216
S 3.9513 7.2069 -6.8800 0.669
O 4.1689 7.1590 -8.3023 -0.312
O 4.2914 6.0676 -6.0591 -0.331
C 4.7105 8.6857 -6.2201 -0.227
H 3.8520 10.6153 -5.7138 0.117
H 3.5137 10.0730 -7.3570 0.121
H 2.3546 8.9096 -4.7779 0.118
H 1.4442 9.6603 -6.0812 0.115
H 1.7732 6.9321 -5.9590 0.100
H 1.7516 7.7667 -7.5324 0.106
H 5.6027 8.9104 -6.7996 0.110
H 4.9775 8.4806 -5.1837 0.109